Density functional theory data (wB97M-V/def2-TZVPD) for a cluster of 2 separate species, CH5PS in total at a distorted geometry.

Geometry (Å):
S -0.342 -1.376 0.511
P 1.334 -0.868 -0.503
C -1.164 1.538 0.122
H -1.551 1.088 1.035
H -1.762 1.000 -0.622
H -0.177 1.914 -0.030
H 2.415 -0.955 0.310
H 1.248 -2.341 -0.823

Atoms 1-3, force components in eV/Å:
S -0.35 -0.01 0.95
P -1.36 -1.94 -1.84
C -1.84 -1.32 0.06

Properties
Energy relative to the best compared isomer or geometry (same formula, charge and spin), kcal per mole: 7.84
Total charge: 0
2S+1: 3
E, a.u.: -780.4768


Density functional theory data (wB97M-V/def2-TZVPD) for a cluster of 7 separate species, C6H25NO6 in total at a distorted geometry.

Geometry (Å):
O -0.674 3.669 2.499
O 3.359 2.893 1.373
O 2.038 1.887 -1.189
O 2.180 -1.866 0.265
O -3.572 -0.782 -3.088
O 2.100 -0.704 -2.698
N 0.689 0.976 1.812
C -0.219 0.278 0.964
C -1.069 -2.158 0.732
C -1.223 1.197 0.290
C -0.917 -2.172 -0.584
C -0.847 -0.970 1.631
C -1.266 -3.324 -1.503
H -0.409 -3.813 -1.964
H 2.788 3.631 1.123
H 2.575 1.925 -0.380
H -0.170 -1.221 2.454
H -1.769 0.589 -0.424
H -1.233 -3.056 1.323
H -0.623 -1.286 -1.154
H 2.211 -1.258 -0.513
H 1.298 -2.181 -0.026
H -1.956 1.462 1.055
H -3.073 -0.110 -2.608
H 1.188 2.196 -0.842
H 1.862 0.235 -2.614
H -1.942 -3.050 -2.307
H 2.993 -0.646 -2.349
H -2.956 -1.489 -3.349
H -0.829 2.088 -0.184
H 0.536 -0.277 0.318
H -1.729 -4.049 -0.829
H 0.287 1.842 2.208
H -1.830 -0.828 2.100
H 1.095 0.324 2.494
H -1.609 3.658 2.243
H 2.951 2.224 1.908
H -0.233 4.164 1.811

Atoms 1-3, force components in eV/Å:
O -0.17 -0.82 -0.04
O 0.71 0.27 -1.06
O -0.49 0.00 0.78

Properties
Energy relative to the best compared isomer or geometry (same formula, charge and spin), kcal per mole: 17.02
Total charge: +1
2S+1: 2
E, a.u.: -749.4251